# C61H48N3OP3RhSi

A molecular structure, C61H48N3OP3RhSi in a non-equilibrium geometry (the ωB97M-V functional and the def2-TZVPD basis, the Open Molecules 2025 dataset).

LUMO energy (alpha / beta), eV: -3.34 / -4.08
Charge: +1
E, eV: -109300.8664
2S+1: 1

CARTESIAN COORDINATES (ANGSTROEM)
1 Rh -0.6007 0.0296 -0.3511
2 C -1.3778 -4.6324 -4.8203
3 C -0.3892 -5.2189 -4.0436
4 C 0.0763 -4.5807 -2.9097
5 C -0.4769 -3.3605 -2.5196
6 C -1.5339 -2.8291 -3.2494
7 C -1.9658 -3.4480 -4.4104
8 P 0.2496 -2.3463 -1.1841
9 C 0.6256 -3.5922 0.1013
10 C 1.5909 -3.3346 1.0716
11 C 1.7062 -4.1514 2.1814
12 C 0.9055 -5.2745 2.3111
13 C 0.0054 -5.5885 1.3066
14 C -0.1532 -4.7424 0.2252
15 C 1.9166 -1.9750 -1.8234
16 C 2.4210 -2.5618 -2.9767
17 C 3.6987 -2.2640 -3.4149
18 C 4.4893 -1.3998 -2.6757
19 C 3.9781 -0.7850 -1.5482
20 C 2.6817 -1.0363 -1.1077
21 Si 1.7732 0.1101 0.1365
22 C 1.8295 -0.3692 2.0156
23 C 3.0690 -0.3399 2.6425
24 C 3.1955 -0.5309 4.0061
25 C 2.0628 -0.7627 4.7646
26 C 0.8240 -0.8380 4.1538
27 C 0.6882 -0.6356 2.7841
28 P -0.8890 -0.7742 1.8728
29 C -2.1429 0.3620 2.5128
30 C -3.2571 0.4465 1.4993
31 C -4.2856 1.4806 1.8264
32 C -4.2849 2.1128 3.0250
33 C -3.2928 1.8678 3.9901
34 C -2.2128 1.0264 3.6989
35 C -1.7568 -2.2722 2.5190
36 C -2.2336 -3.2420 1.6480
37 C -2.8784 -4.3659 2.1379
38 C -3.0751 -4.5216 3.4981
39 C -2.6920 -3.5073 4.3612
40 C -2.0545 -2.3836 3.8753
41 C 2.6040 1.8323 0.1590
42 C 3.9700 2.0813 0.2033
43 C 4.4719 3.3602 0.0420
44 C 3.6074 4.4196 -0.1820
45 C 2.2410 4.2083 -0.1542
46 C 1.7400 2.9265 0.0431
47 P -0.0228 2.6111 0.4032
48 C -0.7790 4.1124 -0.3112
49 C -1.2185 4.0314 -1.6304
50 C -1.5932 5.1788 -2.3096
51 C -1.5504 6.4093 -1.6732
52 C -1.1359 6.4903 -0.3531
53 C -0.7397 5.3531 0.3258
54 C -0.0040 2.9829 2.1888
55 C 1.0894 2.6325 2.9780
56 C 1.0985 2.9127 4.3303
57 C 0.0356 3.5835 4.9128
58 C -1.0499 3.9491 4.1328
59 C -1.0927 3.6146 2.7916
60 H -1.6903 -5.0936 -5.7438
61 H 0.0415 -6.1647 -4.3371
62 H 0.8788 -5.0113 -2.3286
63 H -2.0162 -1.9227 -2.9019
64 H -2.7441 -2.9927 -5.0052
65 H 2.2626 -2.5000 0.9512
66 H 2.4258 -3.9036 2.9475
67 H 0.9985 -5.9164 3.1747
68 H -0.5907 -6.4870 1.3724
69 H -0.8918 -4.9741 -0.5293
70 H 1.8171 -3.2306 -3.5703
71 H 4.0730 -2.7102 -4.3240
72 H 5.4962 -1.1833 -2.9975
73 H 4.6043 -0.0929 -1.0110
74 H 3.9522 -0.1658 2.0475
75 H 4.1678 -0.4961 4.4751
76 H 2.1420 -0.8974 5.8325
77 H -0.0260 -1.0654 4.7718
78 H -3.7445 -0.5488 1.4270
79 H -5.0346 1.6818 1.0781
80 H -5.0648 2.8260 3.2496
81 H -3.3476 2.3544 4.9481
82 H -1.3984 0.9375 4.4037
83 H -2.1149 -3.1141 0.5793
84 H -3.2183 -5.1205 1.4465
85 H -3.5538 -5.4073 3.8874
86 H -2.8982 -3.5759 5.4180
87 H -1.8319 -1.5775 4.5557
88 H 4.6628 1.2783 0.4041
89 H 5.5368 3.5347 0.0844
90 H 3.9927 5.4156 -0.3456
91 H 1.5771 5.0504 -0.2809
92 H -1.2448 3.0635 -2.1150
93 H -1.9016 5.1253 -3.3440
94 H -1.8270 7.3088 -2.2022
95 H -1.0922 7.4482 0.1440
96 H -0.3670 5.4425 1.3367
97 H 1.9509 2.1614 2.5341
98 H 1.9467 2.6126 4.9259
99 H 0.0547 3.8234 5.9648
100 H -1.8773 4.4886 4.5694
101 H -1.9708 3.8584 2.2089
102 N -2.5941 1.2057 -0.8816
103 C -2.6609 0.6935 0.1722
104 N 0.3180 1.6627 -7.5921
105 C -0.4627 0.6677 -7.1138
106 O -1.1230 -0.0715 -7.8043
107 C -0.4396 0.5722 -5.6132
108 C -1.6406 0.4715 -4.9196
109 C -1.6059 0.4085 -3.5385
110 N -0.4766 0.4160 -2.8333
111 C 0.6715 0.4878 -3.4970
112 C 0.7410 0.5770 -4.8769
113 H 0.3019 1.8662 -8.5791
114 H 0.7677 2.3127 -6.9726
115 H -2.5843 0.4608 -5.4450
116 H -2.5278 0.3912 -2.9717
117 H 1.5768 0.4992 -2.9081
118 H 1.7033 0.6563 -5.3577